Record 1
C6H11ClF5OsRu | ωB97M-V/def2-TZVPD

```
25
Properties=species:S:1:pos:R:3:mulliken_spin:R:1
Os 0.1614 -0.9876 -1.9697 3.025
Ru 0.1981 1.8146 -0.2896 3.952
Cl -0.4347 3.9065 -0.6956 0.403
F 1.8865 0.2621 1.8726 0.012
F -0.2473 0.0294 2.4506 0.006
F -0.6623 2.7029 2.3680 0.009
F 1.5166 3.0683 1.9887 0.025
F 1.1538 1.0778 3.7712 0.008
C 0.8217 0.8584 2.4766 -0.069
C 0.4719 2.1802 1.7695 0.260
C 0.8871 -2.5155 -2.7165 0.444
C 1.5443 0.5687 -1.7884 0.272
C -1.0810 -0.5577 -3.5207 0.061
C -1.2475 0.4409 -0.3149 0.285
H -0.4645 -0.1491 -4.3425 0.039
H -2.0048 0.7528 0.4178 0.031
H -1.6858 0.5107 -1.3339 0.014
H -1.5220 -1.5106 -3.8580 0.010
H 1.9052 1.3955 -1.1020 0.008
H 0.3165 -3.4087 -3.0877 0.058
H -1.8692 0.1612 -3.2464 0.005
H -0.9633 -0.6535 -0.1847 0.055
H 2.3429 -0.1915 -1.7098 -0.002
H 1.9891 -2.7225 -2.7664 0.038
H 1.5746 0.9161 -2.8182 0.050
```

For the LUMO energy (spin up / spin down), the calculation gives -0.11 / -2.81 eV. The spin multiplicity is 10. Its expectation value of S² is 24.771. The charge is 0. As for the HOMO-LUMO gap (spin up / spin down): 6.8 / 7.3 eV. The value obtained for the HOMO energy (spin up / spin down) is -6.951 / -10.126 eV.

Record 2
C33H54N2O21P3S | ωB97M-V/def2-TZVPD

```
114
Properties=species:S:1:pos:R:3:mulliken_charge:R:1
S 2.5520 1.3851 3.2456 -0.394
P 3.0097 -2.4539 0.6729 0.813
P 1.6627 -0.1050 2.4161 0.754
P 0.1194 2.5022 -2.3704 0.700
O -1.1119 -0.5841 6.7065 -0.359
O -0.6992 2.1041 1.0080 -0.558
O 2.0102 -3.1736 1.4693 -0.713
O 0.6517 0.4019 5.7075 -0.500
O -3.2697 -0.0398 -3.2881 -0.498
O -6.4659 3.1818 6.8522 -0.346
O -2.1676 1.4119 -9.1583 -0.380
O 4.0862 -1.7313 1.5933 -0.515
O -2.3995 -0.7121 -1.3172 0.126
O -4.1209 -1.8227 -2.2129 -0.402
O -0.0451 0.7734 -8.8256 -0.377
O 9.6804 -4.4900 3.3224 -0.330
O -7.3366 1.7333 5.3627 -0.534
O -1.3682 0.3842 4.7049 -0.289
O 1.1707 3.2622 1.1476 -0.275
O 9.2182 -3.5564 1.3375 -0.376
O 11.3198 -3.4734 2.1548 -0.493
O 3.8212 -3.5114 -0.1866 -0.392
O 0.1194 0.0913 -4.1910 -0.167
O -5.7966 3.2497 4.7138 -0.341
O -0.7340 1.3362 -10.8984 -0.510
N 2.1038 -0.9851 -1.6092 0.506
N 4.0797 -2.0020 -2.5581 -0.364
C 8.2584 -4.4452 3.2096 -0.520
C 0.4790 2.2016 0.7239 -0.242
C -4.8233 -3.2432 -0.3537 -1.447
C 0.1317 -2.2672 -5.0200 -1.656
C -2.5226 -0.5015 6.4674 -0.490
C -2.0961 0.9134 -7.8142 0.498
C -0.4220 -1.2124 -4.0181 0.466
C -5.5418 5.2605 7.7330 -1.424
C -6.6065 2.6324 5.6206 0.617
C 1.4384 0.1895 -3.7374 -1.809
C 1.0645 1.0455 -0.0795 -0.037
C 10.1901 -3.8068 2.2612 0.579
C 1.5292 0.0610 -2.2080 0.412
C -5.3446 4.0781 6.8056 0.699
C -3.6644 -2.6114 -1.0977 0.560
C -0.4958 0.0956 5.7097 0.538
C 2.6406 -2.0871 -2.4346 -0.532
C -3.2666 -0.7894 -2.3631 0.276
C 8.0564 -4.3007 1.7201 0.429
C 6.7854 -3.5693 1.3318 -1.283
C 2.2084 -1.0794 -0.2496 0.583
C 0.9692 1.1077 -1.4683 0.457
C -1.6616 2.6262 -1.9237 -0.744
C 2.4853 3.4323 0.6021 -0.486
C -3.7990 0.4295 4.4800 -1.355
C -0.6165 0.9985 -7.5355 0.194
C 1.6722 -0.0807 0.5287 -0.623
C -2.9510 1.7363 -6.8707 -1.172
C -2.8995 -1.5879 -0.2954 -0.616
C -0.9614 1.1886 -9.7461 0.552
C -5.3057 4.4411 5.3427 -0.537
C 1.0174 4.1123 -2.2254 -1.328
C -2.5864 -0.3352 4.9699 0.666
H 2.0959 3.9281 -2.1996 0.399
H -2.4354 -0.1265 -7.8222 0.275
H 0.7885 4.7127 -3.1087 0.454
H 6.9463 -2.4916 1.2983 0.427
H -4.2993 4.6710 4.9980 0.331
H -0.3426 -1.6057 -2.9902 0.056
H -2.9962 -3.3853 -1.4856 0.259
H -0.3985 -2.1101 -5.9642 0.364
H 8.1006 -5.2735 1.2234 0.283
H 4.3165 -2.3465 2.3084 0.384
H 2.3164 -3.0124 -1.9368 0.315
H -3.0558 2.7602 -7.2289 0.387
H -3.6162 1.5035 4.4717 0.341
H -2.0118 3.6476 -2.1085 0.505
H -3.5335 -1.0086 0.3801 0.270
H -2.5332 1.7459 -5.8622 0.139
H 6.4641 -3.8727 0.3358 0.358
H 3.3513 -4.3584 -0.1960 0.358
H 0.2774 -0.0455 2.7194 -0.037
H -2.9189 0.3587 7.0129 0.250
H 0.7719 4.6918 -1.3242 0.348
H -4.4521 3.5153 7.0939 0.136
H -6.6003 5.4766 7.8736 0.353
H -3.0250 -1.4035 6.8091 0.360
H 7.8115 -5.3551 3.6056 0.349
H 2.0868 -1.3519 2.8931 0.222
H 1.2150 -2.2284 -5.1464 0.465
H -2.1966 1.9919 -2.6409 -0.025
H -3.9549 1.3170 -6.8050 0.334
H -5.0387 6.1510 7.3544 0.362
H -5.7295 -2.6477 -0.4595 0.366
H -4.5951 -3.3679 0.7054 0.345
H -5.0414 -4.2302 -0.7604 0.361
H 4.4705 -1.1487 -2.1852 0.230
H 4.4109 -2.2034 -3.4895 0.296
H 2.2013 -2.1314 -3.4279 -0.015
H -0.2839 0.2411 -6.8286 -0.176
H 2.1435 -0.4507 -4.2809 0.614
H -0.3010 1.9839 -7.1809 0.212
H -4.6799 0.2198 5.0883 0.389
H -1.4855 -1.1214 -4.2436 0.293
H 3.2717 2.9582 1.1959 0.256
H 7.8901 -3.5863 3.7785 0.338
H -5.9710 5.2693 5.0864 0.347
H -0.2045 -3.2430 -4.6467 0.422
H 1.7557 1.2154 -3.9611 0.608
H -5.1271 5.0434 8.7172 0.358
H 2.6896 4.5076 0.6152 0.350
H 2.5955 3.1069 -0.4337 0.047
H -2.5205 -1.3040 4.4665 0.228
H 5.9701 -3.7933 2.0229 0.222
H -1.9279 2.2631 -0.9279 0.235
H -2.0809 -2.0281 0.2715 0.426
H -4.0352 0.1423 3.4551 0.209
```

For the LUMO energy, the calculation gives -4.72 eV. The charge is +1. As for the HOMO-LUMO gap: 6.0 eV. The value obtained for the HOMO energy is -10.735 eV.

Record 3
C6H9N2O | ωB97M-V/def2-TZVPD

```
18
Properties=species:S:1:pos:R:3:mulliken_charge:R:1
O -2.8957 -0.0872 0.1189 -0.370
N -1.9733 0.4457 1.0274 0.151
N 0.3035 -0.9029 0.0563 -0.297
C 2.0048 0.7561 -0.2736 -0.585
C 1.2081 1.8914 -0.0967 -0.061
C -0.0612 -2.3173 -0.2014 -0.998
C 1.4805 -0.5310 -0.3125 0.271
C -0.9218 0.9958 0.6575 0.239
C -0.1346 1.9864 0.3491 -0.530
H 2.0849 -1.2494 -0.9821 0.275
H 2.9194 0.7660 -0.9047 0.312
H -2.4182 0.4372 1.9242 0.302
H -1.0659 -2.4253 0.0341 0.327
H 0.6125 -2.9696 0.4280 0.355
H 1.7600 2.8025 -0.2634 0.364
H -2.4381 0.1072 -0.7332 0.407
H 0.0916 -2.6652 -1.2158 0.399
H -0.5563 2.9596 0.3879 0.439
```

For the LUMO energy, the calculation gives -5.28 eV. The charge is +1. As for the HOMO-LUMO gap: 8.4 eV. Its structure (SMILES) is C/N=C/C=C\C=C=[NH+]O. The value obtained for the HOMO energy is -13.719 eV.

Record 4
C41H77F5N2O14P | ωB97M-V/def2-TZVPD

```
140
Properties=species:S:1:pos:R:3:mulliken_charge:R:1
P -1.9659 -0.7148 1.1449 0.659
F 0.0270 -6.9246 0.5612 -0.299
F 2.0825 -6.2669 0.8051 -0.210
F 0.9050 -5.5757 -0.8674 -0.200
F -0.9147 -4.4080 0.9709 -0.193
F 0.3447 -5.2192 2.5866 -0.383
O 2.0672 4.5462 -0.0958 -0.531
O -3.8920 -3.9680 -1.4763 -0.550
O 5.3609 -3.3701 2.1948 -0.593
O 8.2776 -5.2361 -1.8507 -0.538
O -0.6549 -2.9642 -2.8486 -0.758
O -6.6851 6.4496 -2.5449 -0.523
O -2.1145 0.4303 7.1543 -0.572
O 3.7551 -2.3851 -1.2701 -0.614
O -2.8048 6.7208 -0.5516 -0.543
O -4.0515 11.2395 -3.9492 -0.516
O -2.8680 -3.1405 -0.9506 0.005
O 3.4180 -11.5561 0.6415 -0.575
O -2.1414 3.4405 1.9014 -0.437
O 0.4324 -1.0261 -2.9722 -0.724
N -1.9937 -1.5241 2.5044 -0.765
N -1.0834 -1.4754 -0.0789 0.835
C 2.4309 -10.9009 0.8886 0.745
C -8.3414 4.9750 -1.6903 -1.176
C -2.7314 4.0856 2.7355 0.840
C -0.4855 -1.7651 -2.5365 -0.020
C 5.7775 -4.2973 1.5415 0.894
C 4.3978 -2.3603 -2.2928 0.875
C 2.4626 4.6827 1.0358 0.843
C -1.5101 -1.1928 -1.4810 1.435
C 8.5022 -7.4596 -1.0417 -1.041
C 3.1902 5.9340 1.4731 -1.179
C -2.1098 -1.7524 8.0908 -1.128
C 6.8734 -4.1235 0.5198 -0.880
C 3.9042 -3.0491 -3.5389 -1.127
C 8.1873 -6.9085 -3.5363 -1.198
C 1.4593 -11.3188 1.9661 -1.079
C -5.2532 13.1562 -4.6741 -1.192
C -5.0402 11.9226 -3.8291 0.874
C 2.2504 3.6103 2.0763 -0.810
C -2.2048 -1.3307 5.5526 -0.532
C 1.2208 -3.4843 1.2881 -0.779
C 0.8623 -5.8651 0.4280 0.396
C -0.7162 1.2670 -1.5976 -0.205
C -2.8951 7.3956 -1.5524 0.577
C 1.1310 -2.6569 -0.0104 0.528
C -0.8164 2.2296 -0.6865 -0.767
C -1.8386 0.2828 -1.7993 -1.048
C 2.1123 -9.6327 0.1401 -0.735
C -2.9894 3.5347 4.1190 -1.162
C -4.0606 8.3230 -1.7694 -1.005
C 0.3686 -1.3337 0.0992 -1.879
C 5.2206 -5.6925 1.7105 -1.175
C -6.1186 11.5815 -2.8289 -0.798
C 0.3404 -4.7192 1.3054 0.973
C -2.8410 -1.9650 -1.7131 -1.590
C -5.8202 4.4728 -1.5482 -0.863
C -6.9239 5.4038 -1.9843 0.842
C -3.2430 5.4735 2.4327 -0.911
C 8.3188 -6.4146 -2.1161 0.893
C -1.8484 7.3374 -2.6361 -1.179
C -2.1406 -0.7635 6.9457 0.796
C 5.7212 -1.6378 -2.3756 -1.256
H -3.0164 -2.1462 -2.7712 0.472
H -2.7397 0.6390 -1.2923 0.389
H -3.6621 -1.3059 -1.3750 0.410
H 2.9439 -3.5191 -3.3355 0.252
H 0.7127 -3.2123 -0.8513 0.359
H -4.7335 8.2572 -0.9160 0.328
H -4.6036 8.0282 -2.6675 0.329
H -3.1113 -1.9258 5.4332 0.314
H 1.0304 -2.8670 2.1658 0.337
H -1.0719 6.6301 -2.3508 0.337
H 0.8321 -0.6195 -0.5799 0.135
H 0.4716 -11.4851 1.5337 0.313
H 8.0608 -6.0588 -4.2035 0.304
H -8.4801 4.8580 -0.6145 0.318
H -1.6927 2.2308 -0.0574 0.212
H -5.3330 14.0373 -4.0352 0.314
H -9.0319 5.7330 -2.0552 0.313
H 6.0110 -6.3744 2.0313 0.513
H -6.1634 13.0506 -5.2663 0.320
H 3.7731 -2.3199 -4.3393 0.343
H -5.8529 4.3345 -0.4664 0.261
H 6.5096 -4.4031 -0.4662 0.091
H 2.2570 -3.8269 1.3620 -0.057
H -4.3293 5.4994 2.5443 0.339
H -2.3005 7.0082 -3.5729 0.322
H 4.4394 -5.6780 2.4679 0.302
H 0.1678 1.2034 -2.2147 0.379
H -7.0650 11.4098 -3.3440 0.320
H -3.0117 -2.3662 8.0768 0.308
H -3.7124 9.3530 -1.8681 0.382
H -1.3994 8.3224 -2.7736 0.344
H 5.6684 -0.8495 -3.1282 0.406
H 7.6454 -8.1352 -1.0273 0.306
H -2.5709 2.5331 4.1971 0.215
H 1.3962 -10.5446 2.7321 0.306
H -1.2307 -2.3928 8.0058 0.302
H 7.1844 -3.0809 0.4968 0.286
H 3.2722 6.6169 0.6299 0.311
H 1.7174 2.7738 1.6289 0.052
H 0.5416 -0.9410 1.1124 1.128
H -1.4613 0.5842 1.3820 -0.070
H -1.4263 -2.3534 2.3481 0.205
H 8.5825 -6.9722 -0.0724 0.204
H 7.7316 -4.7415 0.7820 0.381
H 3.2128 3.2572 2.4515 0.371
H 6.5145 -2.3417 -2.6359 0.292
H -0.0200 2.9539 -0.5468 0.303
H -5.8418 10.6767 -2.2924 0.068
H -2.0877 0.3093 -2.8677 0.517
H 9.4138 -8.0298 -1.2267 0.374
H 2.0767 -8.7906 0.8308 0.045
H -3.2837 -0.5172 0.6795 -0.081
H 1.8045 -12.2431 2.4250 0.314
H 4.1925 5.6804 1.8224 0.341
H -2.2205 -0.5279 4.8250 -0.058
H 7.3176 -7.5613 -3.6261 0.333
H 4.6200 -3.8141 -3.8501 0.335
H 2.6372 6.4262 2.2748 0.314
H 2.1509 -2.4007 -0.3075 -0.129
H -4.8560 4.8986 -1.8164 0.106
H -2.5188 4.1724 4.8692 0.333
H -6.2349 12.3965 -2.1124 0.320
H -1.3306 -1.9531 5.3600 0.241
H 1.6572 4.0039 2.9035 0.294
H 4.7916 -6.0405 0.7694 0.215
H 2.8861 -9.4471 -0.6020 0.311
H -2.0640 -1.2132 9.0359 0.308
H -5.9291 3.5060 -2.0424 0.372
H -4.0633 3.4831 4.3062 0.349
H -2.7855 6.1978 3.1098 0.356
H 5.9490 -1.1900 -1.4101 0.278
H -2.9864 5.7374 1.4095 0.118
H -3.5289 -4.8577 -1.4094 0.297
H -8.5564 4.0299 -2.1910 0.335
H 9.0861 -7.4555 -3.8259 0.361
H 1.1518 -9.7290 -0.3680 0.347
H -4.4075 13.2833 -5.3465 0.310
```

For the LUMO energy, the calculation gives 1.86 eV. The charge is -1. As for the HOMO-LUMO gap: 6.7 eV. The value obtained for the HOMO energy is -4.870 eV.

Record 5
C15H36IO4S2 | ωB97M-V/def2-TZVPD

```
58
Properties=species:S:1:pos:R:3:mulliken_charge:R:1
I 2.5026 1.6223 4.9312 0.075
S 1.0762 -2.4340 1.2552 -0.207
S 2.2322 1.7009 -0.8841 0.205
O -0.8915 5.0408 -0.9870 -0.538
O 0.9190 2.6965 -0.8401 -0.155
O -0.4923 -1.6059 -3.4274 -0.460
O -2.0398 -3.1192 4.2747 -0.526
C -0.3689 -1.8953 -4.8268 0.412
C 1.4677 0.0181 -0.9204 -0.517
C -3.2650 -2.4582 3.9632 0.330
C -0.0088 4.7378 0.0883 0.060
C 3.1655 1.7542 0.6930 -1.263
C 1.2643 4.0664 -0.5314 -0.336
C 2.4985 0.7081 2.9734 -0.980
C -0.9548 -3.2674 -5.1170 -1.316
C 2.1547 1.8302 1.9100 0.138
C 2.5128 -1.1288 -0.8173 -0.327
C -0.7147 3.8673 1.1575 -1.335
C -1.0655 -0.8126 -5.6354 -1.268
C -3.6531 -2.7530 2.5225 -1.078
C 1.6865 -2.4208 -0.4735 -0.696
C -3.1145 -0.9634 4.2008 -1.069
H -0.2353 3.8942 2.1490 0.334
H -2.8812 -2.3959 1.8330 0.201
H 1.1573 1.5901 1.4999 -0.207
H -0.8558 -3.5233 -6.1725 0.395
H 0.6980 -1.8960 -5.0579 0.242
H -4.6000 -2.2760 2.2620 0.365
H 2.9907 -1.2657 -1.8018 0.381
H 1.8953 -3.2333 2.0091 0.179
H -4.0452 -0.4332 3.9901 0.362
H 0.7879 -0.0847 -1.7877 0.386
H -1.3612 -2.7733 3.6875 0.306
H 2.0749 4.1770 0.2099 0.321
H 3.2557 -0.9462 -0.0268 0.247
H -0.8546 2.8133 0.8616 0.278
H -0.6408 0.1678 -5.4112 0.300
H 3.7453 2.6959 0.6773 0.473
H 3.8881 0.9334 0.8019 0.702
H -1.4297 -1.6026 -3.2087 0.288
H -0.9697 -0.9967 -6.7061 0.389
H -2.3251 -0.5483 3.5653 0.189
H 2.1687 2.8094 2.4091 0.571
H -2.0145 -3.3008 -4.8488 0.341
H -3.7493 -3.8282 2.3644 0.310
H 0.8329 -0.0273 -0.0088 0.303
H -2.8279 -0.7671 5.2351 0.313
H 2.3056 -3.3152 -0.6503 0.457
H 0.2945 5.6828 0.5727 0.376
H 0.8425 -2.4482 -1.1857 0.211
H 3.4936 0.2714 2.7782 0.421
H -1.7319 4.2874 1.2871 0.455
H -0.4513 -4.0331 -4.5242 0.325
H -2.1289 -0.7655 -5.3844 0.337
H 1.5144 4.6294 -1.4487 0.323
H -1.5177 4.3168 -1.0154 0.361
H -4.0226 -2.8616 4.6366 0.292
H 1.7862 -0.1306 2.8999 0.322
```

For the LUMO energy, the calculation gives -3.36 eV. The charge is +1. As for the HOMO-LUMO gap: 8.6 eV. The value obtained for the HOMO energy is -12.014 eV.